252
Properties=species:S:1:pos:R:3:forces:R:3 method="wB97M-V/def2-TZVPD" homo_energy_ha=-0.329 e_above_lowest_kcal_mol=42.8 orbital_gap_ev=7.357 lumo_ev=-1.608 energy_ha=-7861.96610
C 4.493872 4.665273 0.212392 -1.1 -0.2 0.3
C 4.958892 5.450073 1.244092 0.2 -0.3 -0.8
C 4.104962 5.796793 2.288352 1.1 -0.1 1.0
C 2.827652 5.293283 2.357752 -0.6 -1.0 -0.6
C 2.324372 4.537083 1.302532 -0.1 0.4 0.1
C 3.161952 4.287933 0.238452 -0.3 -0.4 -0.8
N 2.003862 5.392463 3.583772 -1.3 -0.1 0.5
O 0.940042 4.753663 3.653142 1.7 0.8 -0.5
O 2.409842 6.105233 4.480852 0.2 -0.1 -0.3
H 5.080742 4.270353 -0.603708 0.4 0.4 0.0
H 6.002232 5.697383 1.114952 0.1 0.6 0.9
H 4.522562 6.281933 3.158202 -0.2 0.3 0.0
H 1.308902 4.169403 1.308852 0.0 0.0 0.1
H 2.789152 3.779963 -0.638698 -0.3 -0.3 0.1
C 0.637332 -10.089937 1.080972 -0.7 1.9 0.1
C -0.026758 -8.878707 0.680702 0.1 -1.8 0.8
C -1.211088 -8.476457 1.300882 0.1 0.7 -0.6
C -1.739978 -9.195497 2.339712 0.8 -1.4 0.5
C -1.043468 -10.356597 2.767982 -1.3 0.5 0.0
C 0.106782 -10.814097 2.155512 -0.7 0.5 -0.6
N -2.999818 -8.818627 3.038792 -0.8 3.1 -3.7
O -3.193538 -9.331497 4.070502 -0.7 -1.2 2.6
O -3.794068 -7.958197 2.504012 2.4 -2.2 1.1
H 1.586132 -10.287467 0.604352 0.0 -0.5 -0.1
H 0.336342 -8.301967 -0.157118 0.2 0.0 0.1
H -1.681238 -7.557717 0.982682 -0.2 0.0 -0.1
H -1.421208 -11.003817 3.545682 -0.4 0.3 0.2
H 0.364462 -11.794767 2.527362 1.0 0.1 -0.4
C -0.598838 -1.780357 0.325432 1.7 -1.1 0.4
C 0.575002 -1.370727 -0.298628 -1.0 0.0 -0.5
C 0.628142 -0.076157 -0.778648 0.6 0.5 0.4
C -0.412738 0.799173 -0.523108 -0.9 -0.1 0.4
C -1.575888 0.385373 0.181102 1.0 0.6 -0.2
C -1.588108 -0.900957 0.662012 -0.6 -0.2 -0.1
N -0.260098 2.210263 -0.958098 -0.6 0.7 -0.3
O -1.227678 2.945653 -0.847728 0.0 -0.5 0.3
O 0.799102 2.603733 -1.409918 0.2 -0.7 0.1
H -0.654888 -2.818017 0.619542 -0.2 -0.1 0.3
H 1.376152 -2.068467 -0.492788 0.0 0.0 -0.1
H 1.527422 0.269873 -1.266458 -0.1 0.2 -0.2
H -2.444058 0.975423 0.435082 0.3 0.7 -0.3
H -2.383588 -1.263057 1.296442 -0.4 0.1 -0.1
C 3.543482 -7.743527 1.649812 1.1 -0.6 -1.3
C 4.542392 -8.744047 1.716852 -0.4 0.3 -0.6
C 4.924422 -9.461477 0.590692 -0.6 -0.2 -1.5
C 4.287812 -9.238967 -0.659088 -0.8 0.8 2.0
C 3.312382 -8.235237 -0.717438 0.0 0.0 -0.7
C 2.950662 -7.491937 0.384452 1.3 0.2 1.9
N 4.475492 -10.147217 -1.786968 0.0 -0.1 -0.6
O 3.995582 -9.843257 -2.873998 0.4 -0.1 0.9
O 5.062192 -11.187217 -1.547678 0.0 0.2 -0.2
H 3.408902 -7.103437 2.509212 -0.4 0.0 0.0
H 5.093812 -9.006457 2.607622 -0.2 0.4 0.3
H 5.700422 -10.211097 0.638502 0.0 -0.1 0.1
H 2.804812 -7.927627 -1.619738 0.3 -0.5 -0.4
H 2.340052 -6.610227 0.257492 -0.3 -0.1 0.0
C 4.544162 -0.961817 -0.037728 1.5 0.0 -0.6
C 5.596752 0.004653 0.151742 -5.2 -1.8 2.3
C 6.496102 0.130723 -0.782758 4.3 1.9 -1.7
C 6.656822 -0.693707 -1.867058 -1.4 -1.4 -0.5
C 5.617592 -1.611757 -2.116868 2.1 0.8 -0.6
C 4.605392 -1.750077 -1.193048 -0.8 0.6 0.2
N 7.855002 -0.606437 -2.754638 -0.7 -1.9 -0.8
O 8.236092 -1.633777 -3.334958 -0.9 0.9 1.0
O 8.369102 0.460023 -2.904988 0.5 1.4 0.3
H 3.727782 -1.144197 0.645392 0.1 0.3 0.2
H 5.568902 0.693173 0.983352 -0.1 0.0 0.1
H 7.176262 0.951503 -0.609238 0.6 0.0 -0.4
H 5.649292 -2.120157 -3.069188 -0.1 -0.5 0.1
H 3.790542 -2.397357 -1.481908 -0.1 -0.2 0.3
C -4.031028 -1.569287 4.421052 0.4 -0.6 -0.3
C -4.564318 -0.386557 3.919532 0.7 -0.3 -0.1
C -3.761278 0.726703 3.717512 -1.1 0.2 -0.4
C -2.407638 0.603913 3.900232 1.6 -0.5 0.4
C -1.859838 -0.584447 4.337372 0.0 -2.1 1.1
C -2.652588 -1.719037 4.673502 -0.9 2.3 -0.9
N -1.434948 1.734113 3.695402 0.3 -0.6 0.1
O -0.215218 1.547123 3.747712 -1.8 -0.1 -0.1
O -1.973308 2.793443 3.496532 0.2 0.7 -0.2
H -4.711528 -2.405567 4.483932 0.1 -0.2 0.4
H -5.586598 -0.339577 3.574382 -0.2 0.0 0.3
H -4.315048 1.593723 3.388872 0.7 0.4 -0.1
H -0.803428 -0.728937 4.509152 0.2 0.6 -0.2
H -2.215508 -2.612437 5.094452 0.0 0.0 -0.2
C 0.510832 -8.778047 5.341422 0.4 -0.6 0.1
C -0.504898 -8.104927 5.975612 -1.0 -0.2 1.0
C -1.031908 -6.911467 5.502242 1.5 0.1 -3.4
C -0.452458 -6.501967 4.235192 -0.6 -0.2 1.5
C 0.697372 -7.133967 3.670962 -1.7 3.1 -0.2
C 1.126832 -8.255197 4.242152 1.2 -1.4 0.2
N -1.112178 -5.404127 3.464122 0.6 0.1 -0.5
O -0.510258 -5.072907 2.448572 -0.3 0.1 0.2
O -2.180028 -4.914697 3.798602 0.7 -0.7 0.4
H 0.961422 -9.726467 5.594152 -0.6 -0.2 0.9
H -1.009948 -8.537187 6.826782 0.2 -0.1 0.3
H -1.862578 -6.382467 5.945572 0.0 -0.1 -0.1
H 1.277822 -6.667317 2.888842 -0.5 0.0 -0.3
H 1.964512 -8.803577 3.837222 0.1 0.1 -0.2
C -1.145338 4.630463 -3.770098 0.1 1.4 -1.3
C -1.366358 3.692113 -4.791558 0.6 0.4 2.0
C -0.561108 3.713183 -5.896358 0.6 0.2 -1.4
C 0.405302 4.709543 -6.066548 -1.0 0.3 0.2
C 0.504852 5.752743 -5.121198 1.9 -0.8 -1.4
C -0.214378 5.704333 -3.973898 -1.9 -1.5 1.0
N 1.228162 4.698563 -7.313518 2.0 4.2 1.2
O 1.293372 3.713923 -7.962048 -0.4 -1.9 -1.1
O 1.917402 5.744853 -7.579018 -2.0 -2.4 0.9
H -1.842538 4.689873 -2.947428 0.3 -0.3 0.3
H -2.047148 2.871863 -4.618018 -0.3 0.2 -0.2
H -0.767718 3.000163 -6.680768 0.3 -0.1 -0.1
H 1.306992 6.466533 -5.237298 -0.2 0.3 -0.2
H -0.129048 6.484253 -3.231708 0.1 0.0 0.1
C -5.044858 5.269953 1.737822 -0.9 0.4 -1.5
C -3.776318 4.744043 1.860542 0.9 -0.1 0.1
C -2.718558 5.125513 1.015452 -0.6 0.6 -0.6
C -2.975358 6.109123 0.045452 -0.8 -0.9 0.4
C -4.281508 6.551933 -0.147998 0.2 0.2 -0.3
C -5.333618 6.090453 0.637952 1.2 0.4 0.0
N -1.877418 6.645013 -0.796698 0.6 0.5 1.3
O -2.106618 7.249843 -1.815648 -0.8 -0.2 -0.5
O -0.757718 6.568913 -0.321148 0.0 -0.6 0.0
H -5.887158 5.003163 2.358902 0.2 -0.3 0.4
H -3.572798 4.026423 2.641562 0.1 0.0 0.0
H -1.739488 4.669913 1.031622 0.0 0.0 0.4
H -4.485348 7.297123 -0.902678 0.1 -0.1 -0.2
H -6.305158 6.450313 0.332952 -0.3 -0.1 0.5
C 0.749692 -0.768417 -8.077578 -0.3 -1.2 -0.2
C 0.998052 0.023413 -6.965608 0.2 -0.2 -0.9
C 1.151712 -0.563717 -5.727748 0.5 0.4 0.2
C 0.909772 -1.920427 -5.571878 0.0 1.6 0.1
C 0.481562 -2.679737 -6.641848 0.0 -0.7 -1.2
C 0.519682 -2.152177 -7.956048 -0.4 1.1 1.8
N 0.946732 -2.424977 -4.186718 0.8 -1.3 -0.4
O 1.804972 -2.064567 -3.381358 -0.8 0.4 -0.9
O 0.165662 -3.328917 -3.981518 -0.4 -0.1 0.6
H 0.676652 -0.327327 -9.060688 0.1 0.2 0.0
H 1.088912 1.080043 -7.169778 0.2 0.2 0.5
H 1.481292 0.038033 -4.893678 -0.2 -0.1 0.2
H 0.113222 -3.687797 -6.521228 0.2 -0.1 0.3
H 0.188412 -2.740617 -8.798898 0.2 -0.1 0.0
C -4.807518 5.823483 -5.723498 -0.1 -0.5 0.1
C -5.054498 6.595143 -6.830398 -0.2 -0.8 0.1
C -4.689038 7.894093 -6.811628 0.1 2.8 0.2
C -4.120608 8.485473 -5.663378 0.4 -2.0 -0.2
C -3.735798 7.661133 -4.581208 -1.4 0.8 -0.6
C -4.152608 6.328443 -4.610208 0.2 0.0 -0.1
N -3.813948 9.919213 -5.607198 0.7 -0.2 2.4
O -3.737568 10.566753 -6.597448 -0.3 0.6 -2.2
O -3.581438 10.392073 -4.494138 -0.3 -0.6 -0.2
H -5.209098 4.824793 -5.811538 0.3 -0.3 0.7
H -5.603348 6.160403 -7.652688 0.1 0.2 -0.2
H -4.972748 8.517263 -7.646838 0.2 0.3 0.0
H -3.319078 8.141033 -3.708028 0.2 -0.3 0.0
H -4.002888 5.667583 -3.769228 0.2 0.1 0.1
C 0.933942 -2.930227 5.142812 0.6 -0.9 -0.3
C 1.272212 -2.657647 3.832712 -1.1 -0.1 -0.2
C 1.804012 -1.418227 3.514922 0.4 -0.3 -1.4
C 2.060592 -0.519187 4.493732 0.7 0.5 1.5
C 1.846092 -0.855597 5.830412 1.0 0.5 0.2
C 1.347172 -2.110087 6.151682 -0.9 1.0 0.3
N 2.733942 0.796273 4.152292 -1.1 1.7 0.1
O 3.003402 1.553423 5.100892 -0.1 -1.6 -1.6
O 2.819102 1.121623 2.957952 0.3 -1.0 1.9
H 0.499842 -3.866867 5.460102 -0.2 -0.3 -0.4
H 0.982192 -3.413947 3.118362 0.3 0.3 -0.5
H 2.111982 -1.104727 2.528382 -0.3 -0.3 -0.4
H 2.241322 -0.168007 6.563502 -0.3 0.1 0.2
H 1.088882 -2.483657 7.131542 0.4 0.6 0.5
C -4.532318 -2.937197 -2.521828 0.9 -0.9 1.5
C -3.218638 -2.813947 -2.022898 -0.3 1.0 -1.0
C -2.409328 -1.848607 -2.596698 -0.1 0.2 -0.6
C -2.920928 -1.028467 -3.633048 0.8 -0.3 0.8
C -4.205558 -1.137097 -4.084098 -1.3 -1.8 -0.5
C -4.993398 -2.210127 -3.577338 0.4 1.3 0.1
N -2.025538 -0.044437 -4.282958 -1.6 0.5 -2.0
O -2.291628 0.256023 -5.461638 0.2 -0.6 1.4
O -1.140998 0.467143 -3.663598 1.0 0.0 0.9
H -5.168768 -3.626717 -1.987138 -0.2 -0.3 -0.3
H -2.794618 -3.457247 -1.266078 -0.3 0.0 0.2
H -1.371738 -1.800057 -2.300948 0.1 0.3 -0.1
H -4.639608 -0.577187 -4.899268 0.5 0.4 0.0
H -5.983828 -2.458307 -3.929268 -0.1 0.5 -0.3
C -6.654728 0.609273 0.849602 0.0 0.3 -0.6
C -6.958588 1.960433 0.733552 0.9 -1.0 0.2
C -6.224108 2.738953 -0.144418 -0.8 0.8 -1.3
C -5.312808 2.159183 -1.030978 0.8 -0.3 1.5
C -4.955098 0.826443 -0.827198 0.5 -0.3 -0.7
C -5.641128 0.032223 0.054542 -1.5 0.2 1.4
N -4.554968 2.985783 -1.995658 0.8 1.2 -2.7
O -5.003968 4.075833 -2.346238 -0.8 -0.5 1.5
O -3.542938 2.591703 -2.593278 -1.0 -1.2 1.8
H -7.311148 0.117883 1.552492 0.4 -0.9 -0.1
H -7.737868 2.271673 1.413452 0.0 0.8 -0.3
H -6.482008 3.780243 -0.269328 0.2 0.1 0.0
H -4.133988 0.316063 -1.308558 0.1 0.5 -0.6
H -5.442258 -1.025417 0.145352 0.2 0.0 0.0
C 3.870072 8.437843 -0.621238 -1.6 0.2 1.0
C 2.539082 8.081223 -0.402438 0.2 1.4 0.6
C 1.654682 8.991923 0.248492 -0.6 -4.1 -1.7
C 2.057992 10.183413 0.655652 1.2 2.9 1.2
C 3.404612 10.574803 0.554902 0.2 -1.1 -1.3
C 4.281352 9.698343 -0.130728 -0.3 0.1 0.5
N 1.057812 11.120853 1.299912 0.4 -0.5 -0.2
O 0.088222 10.534573 1.808582 1.3 2.1 -0.6
O 1.320952 12.338453 1.238362 -1.2 -2.4 0.6
H 4.437412 7.634453 -1.067428 0.8 0.7 -0.2
H 2.174652 7.114493 -0.717088 -0.1 0.0 0.0
H 0.664142 8.575753 0.358192 -0.3 0.6 0.2
H 3.767452 11.521063 0.928182 -0.2 0.0 0.0
H 5.311572 10.003313 -0.240408 0.1 0.0 0.0
C 6.248062 -1.026977 5.427282 -0.6 -0.1 1.0
C 5.179172 -1.761707 5.917102 -0.2 -1.3 0.6
C 4.586002 -2.831807 5.221262 0.1 0.8 -0.3
C 4.957292 -2.993977 3.891412 1.4 0.5 0.4
C 6.085002 -2.281477 3.404772 -1.4 -0.6 0.0
C 6.734232 -1.326517 4.197632 0.0 -0.7 -2.1
N 4.284382 -3.957627 2.983422 -1.1 -0.7 0.1
O 4.636082 -3.977097 1.823692 0.2 0.1 0.1
O 3.346712 -4.669047 3.391972 1.4 1.0 0.3
H 6.706922 -0.268547 6.044232 0.0 0.1 0.0
H 4.902222 -1.643677 6.954292 -0.2 0.2 0.0
H 3.845302 -3.466837 5.684392 -0.1 0.1 -0.1
H 6.310682 -2.508427 2.373282 0.5 0.3 0.0
H 7.582422 -0.809397 3.773882 0.1 0.0 0.0
C 4.203212 1.750083 -3.958918 0.1 -0.9 0.4
C 5.481222 2.286683 -4.037608 -1.3 0.8 -0.3
C 5.572902 3.672883 -3.924498 0.9 0.2 1.2
C 4.477872 4.407513 -3.454418 0.5 0.6 -0.8
C 3.225612 3.843283 -3.421318 -1.0 0.2 0.6
C 3.068422 2.499343 -3.676198 0.7 -0.1 -1.0
N 4.588332 5.907623 -3.224348 0.2 0.6 -1.0
O 5.699642 6.429973 -3.181118 -0.7 -1.1 0.2
O 3.554132 6.565983 -3.207768 0.5 -1.0 0.3
H 4.139892 0.678743 -4.079768 -0.3 -0.2 -0.2
H 6.291702 1.615783 -4.281388 0.3 0.4 0.0
H 6.538942 4.141563 -4.040658 0.0 0.3 0.0
H 2.326012 4.388823 -3.177398 0.2 0.5 0.0
H 2.076282 2.112333 -3.855848 -0.1 -0.2 0.6
C -7.029958 -5.917187 5.574382 0.3 -0.7 0.5
C -5.975788 -6.325337 4.745332 -1.6 0.9 0.7
C -5.717088 -5.530647 3.650572 1.7 -1.7 -0.6
C -6.488878 -4.453407 3.353862 0.0 1.1 -0.3
C -7.511398 -4.066667 4.184052 -0.1 1.1 -0.3
C -7.818298 -4.810907 5.293402 0.0 -0.4 -0.3
N -6.147168 -3.564807 2.211872 0.0 1.4 -0.2
O -5.100598 -3.695807 1.639582 1.2 -1.3 -0.1
O -6.870868 -2.623747 1.909862 -1.0 -0.4 0.8
H -7.183518 -6.468927 6.490032 -0.3 -0.2 0.0
H -5.460768 -7.258577 4.919222 0.3 0.2 0.0
H -4.863858 -5.874437 3.084712 -0.1 0.5 -0.6
H -7.950258 -3.093067 4.023112 -0.5 -0.2 -0.3
H -8.732538 -4.560707 5.811062 0.3 0.0 0.6